(1)
The following is a DFT calculation (wB97M-V/def2-TZVPD) of a molecular structure, C6H7BeF5N11OSTe at a distorted geometry.

Calculated values
- Energy relative to the best compared isomer or geometry (same formula, charge and spin): 4.4 kJ/mol
- Kohn-Sham gap: 0.256 Eh
- Highest occupied orbital energy: -5.19 eV

Geometry as ORCA input:
```
! RIJCOSX wB97M-V def2-TZVPD def2/J DEFGRID3
* xyz -1 1
Be -0.598 -0.467 1.134
N 1.711 -1.273 2.907
C 1.830 -1.356 1.557
N 2.949 -1.687 0.983
N 2.655 -1.642 -0.276
N 1.442 -1.305 -0.507
N 0.834 -1.133 0.669
C 0.475 -1.241 3.515
N 0.258 -1.398 4.781
N -1.127 -1.252 4.813
N -1.616 -0.959 3.652
N -0.632 -1.015 2.725
H 2.571 -1.212 3.467
C -0.410 -1.776 -3.479
N -1.076 -0.564 -3.114
C -0.841 0.612 -3.813
C -1.336 1.640 -3.054
N -1.778 1.065 -1.881
C -1.578 -0.237 -1.921
S -1.896 -1.452 -0.724
H 0.174 -1.465 -4.345
H -1.051 -2.619 -3.718
H 0.318 -2.040 -2.737
H -0.526 0.620 -4.865
H -1.452 2.666 -3.367
H -1.797 1.499 -0.950
F -0.816 2.965 2.653
Te 0.352 2.493 1.217
F 1.416 2.221 -0.283
F -0.604 3.732 0.233
F 1.454 1.593 2.334
F 1.431 3.938 1.641
O -0.735 1.048 0.750
*
```

(2)
The following is a DFT calculation (wB97M-V/def2-TZVPD) of a molecular structure, C19H16O9P3V.

Calculated values
- Energy relative to the best compared isomer or geometry (same formula, charge and spin): 2.0 kJ/mol
- Kohn-Sham gap (spin up / spin down): 0.276 / 0.296 Eh
- ⟨S²⟩: 0.76
- Highest occupied orbital energy (spin up / spin down): -12.70 / -12.62 eV

Geometry as ORCA input:
```
! RIJCOSX wB97M-V def2-TZVPD def2/J DEFGRID3
* xyz 1 2
V 0.686 -2.078 0.379
O 1.487 -2.250 -3.708
P 1.507 -3.051 -2.364
O 1.282 -4.491 -2.400
O 0.526 -2.223 -1.437
O 2.965 -2.692 -1.735
P 3.232 -2.851 -0.163
O 2.037 -3.912 0.246
O 4.591 -3.136 0.213
O 2.454 -1.633 0.482
H 1.635 -2.802 -4.489
H 1.984 -4.702 -0.329
O -1.658 -2.176 3.554
C -0.987 -1.521 2.834
O -0.383 -2.119 1.727
C -0.659 -0.074 2.993
C -0.813 0.441 4.273
C -0.519 1.772 4.530
C -0.085 2.596 3.505
C 0.052 2.096 2.215
C -0.227 0.762 1.947
P -0.136 0.172 0.240
C 0.819 1.337 -0.733
C 2.201 1.411 -0.539
C 2.941 2.335 -1.255
C 2.312 3.180 -2.161
C 0.939 3.109 -2.350
C 0.186 2.189 -1.637
C -1.808 0.061 -0.404
C -2.911 0.355 0.396
C -4.190 0.221 -0.124
C -4.368 -0.200 -1.432
C -3.270 -0.487 -2.234
C -1.989 -0.363 -1.724
H -1.156 -0.216 5.061
H -0.627 2.161 5.533
H 0.146 3.635 3.700
H 0.379 2.750 1.418
H 2.693 0.752 0.163
H 4.011 2.394 -1.109
H 2.896 3.898 -2.722
H 0.451 3.771 -3.052
H -0.885 2.139 -1.782
H -2.781 0.696 1.415
H -5.046 0.449 0.496
H -5.368 -0.303 -1.833
H -3.410 -0.812 -3.256
H -1.135 -0.591 -2.348
*
```

(3)
The following is a DFT calculation (wB97M-V/def2-TZVPD) of 7 unconnected molecules or ions with the total composition C33H61Br2ClF3O11PS at a distorted geometry.

Calculated values
- SMILES: C[C@H](Cl)C[C@@H]1[C@@](COC(F)(F)F)(P(O)Br)[C@H](Br)COS1(=O)=O.C1CCOC1.C1CCOC1.C1CCOC1.C1CCOC1.C1CCOC1.C1CCOC1
- Kohn-Sham gap: 0.310 Eh
- Highest occupied orbital energy: -9.03 eV

Geometry as ORCA input:
```
! RIJCOSX wB97M-V def2-TZVPD def2/J DEFGRID3
* xyz 0 1
C 0.572 -0.265 4.648
C 0.083 -0.881 3.221
Cl 1.430 -0.413 1.977
C -1.304 -0.256 2.602
C -2.501 0.029 3.656
C -3.983 -0.565 3.302
C -4.314 -0.799 1.724
O -5.699 -0.941 1.328
C -6.285 -2.259 1.473
F -7.003 -2.354 2.800
F -5.420 -3.420 1.188
F -7.404 -2.334 0.458
P -4.010 -2.349 4.095
O -3.665 -2.295 5.798
Br -2.338 -3.646 3.175
C -5.072 0.299 4.159
Br -6.014 1.772 3.204
C -4.435 1.004 5.537
O -3.687 2.247 5.204
S -2.492 1.910 3.989
O -1.149 2.435 4.538
O -2.803 2.657 2.652
H 1.539 -0.885 4.974
H -0.185 -0.377 5.538
H 0.961 0.860 4.563
H 0.121 -2.047 3.282
H -1.562 -0.929 1.675
H -0.994 0.800 2.138
H -2.200 -0.443 4.710
H -3.584 -1.671 1.358
H -3.897 0.166 1.155
H -2.686 -2.539 5.967
H -5.895 -0.462 4.549
H -5.356 1.290 6.219
H -3.740 0.285 6.141
C 5.009 2.173 -1.271
C 6.033 1.307 -0.583
C 5.163 0.363 0.217
O 3.941 0.200 -0.516
C 3.900 1.185 -1.558
H 5.384 2.666 -2.171
H 4.652 2.946 -0.579
H 6.605 0.745 -1.331
H 6.738 1.867 0.036
H 4.911 0.787 1.195
H 5.634 -0.612 0.371
H 4.064 0.670 -2.511
H 2.913 1.656 -1.580
C -1.179 1.118 -2.666
C 0.152 0.600 -2.185
C 0.252 1.216 -0.807
O -1.087 1.348 -0.312
C -1.998 1.113 -1.394
H -1.623 0.515 -3.462
H -1.067 2.144 -3.035
H 0.118 -0.492 -2.105
H 0.989 0.870 -2.834
H 0.693 2.218 -0.850
H 0.841 0.605 -0.116
H -2.469 0.137 -1.229
H -2.777 1.880 -1.394
C -0.922 -3.126 -6.229
C -0.199 -2.173 -7.146
C -0.711 -0.829 -6.674
O -0.995 -0.960 -5.274
C -0.952 -2.352 -4.929
H -0.434 -4.099 -6.134
H -1.944 -3.287 -6.592
H 0.882 -2.242 -6.975
H -0.390 -2.354 -8.207
H -1.644 -0.559 -7.180
H 0.015 -0.026 -6.829
H -0.042 -2.523 -4.344
H -1.818 -2.605 -4.310
C -0.298 2.024 -10.334
C -1.499 2.361 -9.488
C -2.637 1.811 -10.321
O -2.118 0.687 -11.045
C -0.689 0.685 -10.920
H 0.639 1.986 -9.772
H -0.188 2.765 -11.135
H -1.442 1.825 -8.534
H -1.602 3.428 -9.276
H -2.985 2.548 -11.053
H -3.488 1.496 -9.711
H -0.413 -0.137 -10.251
H -0.234 0.506 -11.898
C 3.662 -5.050 4.796
C 2.776 -5.393 5.965
C 2.294 -4.029 6.409
O 2.250 -3.202 5.238
C 2.927 -3.884 4.173
H 3.813 -5.880 4.101
H 4.644 -4.723 5.159
H 1.926 -5.996 5.622
H 3.287 -5.944 6.759
H 2.995 -3.571 7.116
H 1.304 -4.064 6.873
H 2.169 -4.227 3.461
H 3.599 -3.190 3.660
C 3.902 4.291 4.177
C 2.701 4.627 5.022
C 1.563 4.078 4.190
O 2.082 2.954 3.466
C 3.511 2.952 3.590
H 4.839 4.253 4.739
H 4.012 5.032 3.376
H 2.758 4.091 5.977
H 2.598 5.694 5.235
H 1.215 4.814 3.458
H 0.712 3.762 4.800
H 3.787 2.130 4.260
H 3.966 2.773 2.612
*
```

(4)
The following is a DFT calculation (wB97M-V/def2-TZVPD) of a molecular structure, C44H39Br3FN8O7SSc at a distorted geometry.

Calculated values
- Energy relative to the best compared isomer or geometry (same formula, charge and spin): 12.0 kJ/mol
- Kohn-Sham gap: 0.231 Eh
- Highest occupied orbital energy: -7.55 eV

Geometry as ORCA input:
```
! RIJCOSX wB97M-V def2-TZVPD def2/J DEFGRID3
* xyz 0 1
Sc 13.403 11.338 13.659
Br 19.230 12.690 8.482
C 17.698 11.736 8.815
C 17.541 10.360 8.651
C 16.293 9.857 9.111
N 15.293 10.610 9.632
C 15.461 11.915 9.784
C 16.670 12.544 9.270
C 14.300 12.786 10.192
C 14.070 13.884 9.372
C 13.104 14.827 9.737
Br 12.808 16.355 8.596
C 12.255 14.575 10.780
C 12.437 13.361 11.469
N 13.580 12.604 11.353
H 18.278 9.720 8.226
H 16.052 8.773 8.987
H 16.683 13.629 9.083
H 14.651 14.119 8.477
H 11.379 15.169 10.951
H 11.752 13.156 12.260
C 7.839 8.606 9.155
C 8.823 7.512 9.632
C 9.177 6.659 8.374
C 10.079 5.504 8.957
C 11.282 6.184 9.587
C 12.547 5.652 9.397
C 13.664 6.406 9.839
F 14.871 5.950 9.471
C 13.578 7.578 10.620
C 12.291 8.054 10.888
C 12.077 9.120 11.925
O 13.068 9.515 12.639
C 10.772 9.716 11.853
C 9.802 9.154 11.080
N 9.975 8.040 10.327
C 11.187 7.387 10.229
C 10.431 10.971 12.690
O 9.319 11.466 12.622
O 11.386 11.469 13.456
H 7.139 8.103 8.408
H 8.355 9.432 8.609
H 7.300 9.035 10.030
H 8.302 6.854 10.306
H 9.689 7.255 7.623
H 8.282 6.202 7.953
H 10.361 4.810 8.110
H 9.581 4.995 9.769
H 12.625 4.780 8.849
H 14.479 8.046 10.946
H 8.805 9.609 11.018
Br 12.110 17.524 16.564
C 12.604 15.790 16.021
C 11.630 14.843 15.957
C 11.854 13.597 15.295
C 13.119 13.327 14.828
C 14.169 14.211 15.095
C 13.948 15.470 15.672
H 10.774 15.030 16.529
H 11.002 12.928 15.233
H 15.217 14.088 14.734
H 14.741 16.196 15.794
C 11.584 8.525 16.012
N 12.530 8.922 17.068
C 12.262 8.502 18.447
C 13.454 9.764 16.656
O 13.402 10.427 15.508
N 14.510 10.017 17.488
C 15.246 8.901 18.106
C 15.007 11.366 17.656
H 10.893 7.707 16.342
H 12.100 8.159 15.128
H 10.966 9.369 15.672
H 11.249 8.162 18.558
H 12.393 9.272 19.191
H 12.896 7.627 18.695
H 14.956 8.019 17.551
H 15.110 8.804 19.184
H 16.295 9.091 17.917
H 14.655 11.939 16.751
H 16.156 11.236 17.696
H 14.621 11.836 18.580
O 17.730 10.408 19.680
S 19.009 9.863 19.195
O 20.000 9.825 20.257
O 18.960 8.649 18.379
C 19.367 11.134 17.877
N 20.221 12.152 18.152
C 20.179 13.092 17.174
C 19.574 12.883 15.943
C 18.732 11.744 15.777
N 18.803 10.800 16.732
C 17.836 11.455 14.660
C 17.305 12.450 13.813
C 16.127 12.196 13.121
N 15.499 11.008 13.338
C 16.114 9.973 14.003
C 17.246 10.201 14.786
H 20.651 14.029 17.483
H 19.580 13.726 15.225
H 17.754 13.421 13.854
H 15.673 12.829 12.349
H 15.806 8.987 13.769
H 17.552 9.444 15.456
*
```

(5)
The following is a DFT calculation (wB97M-V/def2-TZVPD) of a gas-phase ion, C4H9NP (charge +1) at a distorted geometry.

Calculated values
- SMILES: C=CP/[NH+]=C/C
- Energy relative to the best compared isomer or geometry (same formula, charge and spin): 177.7 kJ/mol
- Kohn-Sham gap: 0.317 Eh
- Highest occupied orbital energy: -13.87 eV

Geometry as ORCA input:
```
! RIJCOSX wB97M-V def2-TZVPD def2/J DEFGRID3
* xyz 1 1
C -2.901 1.141 -0.395
C -2.145 0.042 -0.490
C 1.593 -0.472 0.679
C 2.847 -0.143 -0.074
N 0.404 -0.532 0.049
P -1.142 -1.159 0.637
H -3.175 1.543 0.524
H -3.255 1.590 -1.321
H -1.349 -0.368 1.758
H -2.320 -0.543 -1.468
H 1.737 -0.708 1.692
H 3.204 -1.046 -0.425
H 3.602 0.255 0.602
H 2.647 0.442 -0.990
H 0.254 -0.042 -0.777
*
```

(6)
The following is a DFT calculation (wB97M-V/def2-TZVPD) of a gas-phase ion, C45H45N2O2Si (charge +1) at a distorted geometry.

Calculated values
- Energy relative to the best compared isomer or geometry (same formula, charge and spin): 0.0 kJ/mol
- Kohn-Sham gap: 0.227 Eh
- Highest occupied orbital energy: -9.19 eV

Geometry as ORCA input:
```
! RIJCOSX wB97M-V def2-TZVPD def2/J DEFGRID3
* xyz 1 1
C -1.473 2.861 5.818
Si -1.594 3.970 4.338
C -3.357 4.293 3.889
C -0.548 5.489 4.541
O -0.873 2.834 3.121
C -1.027 3.056 1.846
C -0.241 2.227 0.894
C 0.202 3.010 -0.351
C -0.163 4.491 -0.305
C -1.577 4.705 0.116
O -1.700 4.122 1.532
H -1.869 3.364 6.712
H -2.062 1.948 5.656
H -0.428 2.586 6.017
H -3.901 4.650 4.775
H -3.470 5.055 3.113
H -3.845 3.371 3.555
H -0.886 6.054 5.421
H 0.506 5.241 4.701
H -0.622 6.168 3.684
H 0.687 2.173 1.484
H 1.299 2.949 -0.376
H -0.133 2.580 -1.302
H 0.521 5.047 0.355
H -0.033 4.923 -1.308
H -1.829 5.759 0.223
H -2.322 4.160 -0.471
C -2.220 1.942 -7.292
C -3.327 2.148 -6.460
C -3.592 1.267 -5.413
C -2.734 0.178 -5.179
N -3.034 -0.749 -4.125
C -3.594 -2.008 -4.479
C -2.967 -2.822 -5.433
C -3.608 -3.974 -5.905
C -4.902 -4.288 -5.478
C -5.546 -3.454 -4.556
C -4.881 -2.351 -4.016
C -2.821 -0.365 -2.799
C -2.659 0.990 -2.459
C -2.169 1.354 -1.198
C -1.595 0.392 -0.359
C -0.734 0.798 0.844
C 0.396 -0.210 1.228
C 1.056 0.010 2.451
C 2.235 -0.676 2.768
C 2.650 -1.743 1.955
N 3.831 -2.432 2.236
C 3.939 -3.821 1.947
C 4.892 -4.263 1.019
C 5.077 -5.630 0.811
C 4.360 -6.561 1.571
C 3.417 -6.117 2.508
C 3.171 -4.750 2.659
C 4.934 -1.786 2.840
C 5.683 -2.477 3.803
C 6.851 -1.904 4.309
C 7.310 -0.673 3.821
C 6.560 0.015 2.857
C 5.345 -0.514 2.398
C 1.869 -2.109 0.848
C 0.806 -1.303 0.446
C -1.953 -0.947 -0.604
C -2.587 -1.331 -1.788
C -1.616 -0.022 -5.999
C -1.374 0.850 -7.063
H -2.012 2.626 -8.116
H -3.990 2.999 -6.629
H -4.437 1.435 -4.736
H -1.972 -2.548 -5.787
H -3.081 -4.608 -6.620
H -5.399 -5.177 -5.870
H -6.575 -3.660 -4.263
H -5.364 -1.716 -3.270
H -2.871 1.768 -3.191
H -2.212 2.401 -0.899
H -1.429 0.667 1.713
H 0.660 0.746 3.165
H 2.823 -0.417 3.645
H 5.471 -3.517 0.466
H 5.800 -5.964 0.062
H 4.527 -7.631 1.431
H 2.875 -6.828 3.134
H 2.422 -4.378 3.363
H 5.330 -3.450 4.148
H 7.404 -2.440 5.076
H 8.246 -0.247 4.199
H 6.912 0.967 2.459
H 4.728 0.032 1.679
H 2.138 -2.971 0.237
H 0.276 -1.554 -0.471
H -1.703 -1.716 0.127
H -2.848 -2.380 -1.960
H -0.935 -0.852 -5.773
H -0.514 0.664 -7.710
*
```

(7)
The following is a DFT calculation (wB97M-V/def2-TZVPD) of C3H3N3O in the gas phase at a distorted geometry.

Calculated values
- Energy relative to the best compared isomer or geometry (same formula, charge and spin): 494.6 kJ/mol
- Kohn-Sham gap: 0.327 Eh
- Highest occupied orbital energy: -8.72 eV

Geometry as ORCA input:
```
! RIJCOSX wB97M-V def2-TZVPD def2/J DEFGRID3
* xyz 0 1
N -0.227 0.872 2.389
C 0.333 0.882 1.305
N -1.558 -0.706 0.156
N -0.514 -0.472 -0.379
O 0.517 -2.170 -1.608
C 0.085 -1.064 -1.578
C 0.625 0.556 0.081
H -0.945 1.585 2.484
H 0.169 -0.280 -2.349
H 1.514 0.797 -0.500
*
```